No. 1
Here is an isolated ion of composition C7H12ClN2S and charge +1 from the OMol25 dataset. Energies are from ωB97M-V with the def2-TZVPD basis set.

XYZ file:
```
23
Properties=species:S:1:pos:R:3:forces:R:3
Cl -2.1934 -1.2345 0.3628 0.52 0.19 0.60
S 1.6795 0.5443 1.4935 -0.07 -0.16 0.14
N -1.8997 1.9999 1.5184 1.76 -3.19 -1.98
N -1.0731 1.5676 -0.6465 0.01 -0.59 0.16
C -0.1291 -0.5000 -2.0357 -2.18 0.50 1.10
C -1.3046 1.1875 0.5847 -0.22 1.54 0.78
C -0.1480 0.9982 -1.5838 2.46 -3.02 0.74
C 0.9299 -2.0566 0.6571 3.24 1.74 2.17
C 0.5760 -0.5126 0.4811 -1.64 -1.70 1.34
C 0.7802 -0.1647 -0.9232 -3.48 1.74 -1.61
C -0.8526 -0.1665 1.0103 -0.38 0.16 -1.32
H 0.9240 -2.3598 1.8047 -0.22 0.48 -2.53
H 0.4817 1.7286 -2.1177 -0.94 -0.29 0.21
H 2.0624 -1.8562 0.3935 -1.83 -1.54 0.45
H 1.7354 0.0000 -1.2055 3.09 0.23 -0.59
H -2.3520 2.8040 1.2633 -1.11 2.38 -0.71
H -1.8073 1.8092 2.4835 -0.11 -0.47 0.82
H 0.2588 -0.6877 -2.9987 0.54 -0.06 -0.86
H -1.4326 2.4127 -0.9915 -0.75 1.45 -0.07
H 0.5432 -2.8231 -0.0220 -0.38 0.61 0.19
H -0.9747 -0.1183 2.0646 0.44 -0.90 0.96
H 2.5598 -0.4475 1.6085 0.37 0.11 0.29
H -1.0339 -1.1118 -1.8130 0.88 0.76 -0.28
```
Forces are in eV/Å.

The calculation puts the largest force on an atom at 0.0831 hartree/bohr. For the relative energy (zero: lowest compared OMol25 entry of this formula, charge and spin), the calculation gives 12.18 kcal/mol. The HOMO energy comes out at -13.12 eV. The value obtained for the lowest unoccupied orbital energy is -3.9 eV. Its net charge is +1. For the total energy, the calculation gives -33783.5452 eV. The gap between HOMO and LUMO is 9.18 eV.

***

No. 2
Here is C7H12CrO3 as an isolated structure from the OMol25 dataset. Energies are from ωB97M-V with the def2-TZVPD basis set.

XYZ file:
```
23
Properties=species:S:1:pos:R:3:forces:R:3
Cr 5.4029 2.3243 0.3602 -0.88 -0.99 0.32
O 2.8776 -0.2197 0.9071 2.15 1.26 0.26
O 4.7494 0.7951 1.5026 1.55 1.28 -0.33
O 3.7055 1.4965 -0.3002 1.24 1.42 -0.70
C 3.8055 0.7058 0.6745 -3.21 -2.83 1.09
C -0.2391 -1.7599 -0.3670 0.63 -0.17 -1.80
C -1.5877 -1.8050 0.0333 -2.33 2.83 -0.12
C 1.7570 -0.2736 0.0300 -1.26 -0.07 -0.70
C -2.8329 1.4152 -0.2747 2.88 2.22 -0.19
C -4.0325 1.7643 -0.7597 -3.40 -0.65 -1.21
C 0.8813 -1.4251 0.4948 1.04 -1.56 0.35
H -0.0207 -1.9430 -1.4266 0.03 0.12 0.40
H 1.2012 0.6715 0.0779 0.20 -0.10 0.00
H 0.5945 -1.3686 1.5535 0.09 0.35 -0.26
H 2.0979 -0.4311 -1.0017 -0.08 0.02 0.26
H -2.5989 1.5326 0.7860 0.33 -1.51 -0.10
H -1.9545 -0.5864 -0.1072 0.14 -2.39 0.48
H -2.1956 2.0716 -0.9458 0.57 -0.11 1.62
H -2.2517 -2.3429 -0.6522 0.17 0.02 0.30
H 1.4542 -2.3816 0.3873 0.46 0.74 0.54
H -4.2710 2.8045 -0.9940 0.39 -0.32 -1.16
H -4.7633 1.0096 -1.0597 -0.71 0.35 1.12
H -1.7790 -2.0541 1.0815 -0.01 0.06 -0.16
```
Forces are in eV/Å.

The calculation puts the largest force on an atom at 0.0859 hartree/bohr. The HOMO energy (alpha / beta) comes out at -9.05 / -10.38 eV. As for the multiplicity: 6. The value obtained for the lowest unoccupied orbital energy (alpha / beta) is -6.5 / -6.2 eV. Its net charge is +1. For the total energy, the calculation gives -42003.6226 eV. The gap between HOMO and LUMO (alpha / beta) is 2.60 / 4.15 eV.

***

No. 3
Here is C7H12CsO5 as an isolated structure from the OMol25 dataset. Energies are from ωB97M-V with the def2-TZVPD basis set.

XYZ file:
```
25
Properties=species:S:1:pos:R:3:forces:R:3
Cs 1.8151 0.3207 2.7552 0.07 0.84 -0.48
O 1.6064 2.7111 0.9609 1.35 0.70 1.61
O 2.9505 0.4718 -0.0430 -0.63 -1.65 -1.00
O -0.0960 -0.7552 0.0336 -0.20 0.14 -0.14
O 2.1322 -1.8567 1.3613 0.25 0.27 -2.03
O -3.1535 -0.1808 -0.0382 -0.34 -0.04 0.02
C -2.8241 1.1483 -0.3742 0.18 0.24 -0.17
C 2.2851 1.3385 -0.8851 1.61 3.09 2.52
C 0.9755 -1.3037 -0.6977 0.87 2.06 -1.11
C -2.3219 -0.8069 0.9140 0.05 -0.14 0.15
C 2.1636 -1.5685 0.0878 -0.10 -1.06 1.32
C 2.1097 2.6018 -0.1880 -3.33 -1.64 -1.69
C -1.1879 -1.6075 0.3042 0.55 -0.18 -0.05
H 1.7007 1.5937 -1.8046 1.76 -1.40 -1.11
H -1.9126 -0.0662 1.6251 -0.06 -0.17 -0.19
H -3.6823 1.5682 -0.9136 0.13 -0.14 0.12
H -1.5345 -2.0903 -0.6253 -0.05 0.06 0.15
H -1.9420 1.1975 -1.0323 -0.10 0.05 0.36
H -2.6612 1.7520 0.5351 0.12 -0.11 -0.28
H -2.9684 -1.4976 1.4746 0.09 0.12 -0.10
H -0.8738 -2.4019 1.0045 -0.08 0.09 -0.08
H 1.6950 0.1245 -1.6613 -2.15 -2.19 1.63
H 2.0708 3.4829 -0.8691 0.10 0.16 0.23
H 2.9424 -2.0580 -0.5423 0.01 0.64 0.38
H 0.7114 -2.1177 -1.3814 -0.10 0.25 -0.06
```
Forces are in eV/Å.

The calculation puts the largest force on an atom at 0.0836 hartree/bohr. For the relative energy (zero: lowest compared OMol25 entry of this formula, charge and spin), the calculation gives 131.19 kcal/mol. The HOMO energy (alpha / beta) comes out at -1.00 / -0.87 eV. The value obtained for the lowest unoccupied orbital energy (alpha / beta) is 1.9 / 1.9 eV. Its net charge is -1. For the total energy, the calculation gives -18231.4947 eV. The gap between HOMO and LUMO (alpha / beta) is 2.90 / 2.78 eV.

***

No. 4
Here is a 2-piece molecular cluster, C7H12F2OS overall from the OMol25 dataset. Energies are from ωB97M-V with the def2-TZVPD basis set.

XYZ file:
```
23
Properties=species:S:1:pos:R:3:forces:R:3
S -2.0639 0.8988 1.4098 -0.52 -0.18 0.77
F 0.9822 -1.1879 -0.6690 -0.12 -0.31 0.59
F 3.0989 -0.7893 -0.5953 -0.50 -0.37 0.89
O 2.1019 -1.5944 1.2965 -1.25 0.65 -0.54
C 1.6587 0.5930 0.6781 -0.85 -1.25 -1.27
C 1.6730 1.4764 -0.4815 -2.85 1.27 2.10
C 1.9385 -0.7693 0.2098 2.18 -0.57 -0.08
C 0.8546 2.4868 -0.5075 -1.61 0.70 -0.06
C -2.2318 -0.2870 0.3226 1.86 0.97 -0.89
C -2.2038 -1.8010 0.6312 -1.71 3.15 -0.39
C -2.0180 0.1599 -1.1375 -1.83 1.22 1.15
H -1.5823 -2.1146 -0.2092 -0.04 -1.18 0.67
H 2.8351 -2.1596 1.1483 1.07 -1.09 -0.35
H 0.6645 3.0684 -1.3908 0.27 0.47 -0.11
H 0.7735 0.4057 1.2537 -1.21 0.82 -0.08
H -3.3088 -2.0040 0.5204 1.20 -0.76 0.07
H -1.8859 -1.8292 1.6870 0.09 -0.84 -0.77
H 2.3081 0.9806 1.3634 2.38 0.20 1.95
H -2.1006 1.3082 -1.2808 0.34 -2.25 0.24
H 2.2150 1.2565 -1.2861 2.49 -1.00 -2.95
H -1.1625 -0.3005 -1.5309 2.05 -0.03 -0.14
H -2.7017 -0.3741 -1.7516 -1.47 -0.10 -0.70
H 0.1554 2.5766 0.3193 0.04 0.46 -0.09
```
Forces are in eV/Å.

The calculation puts the largest force on an atom at 0.0775 hartree/bohr. For the relative energy (zero: lowest compared OMol25 entry of this formula, charge and spin), the calculation gives 0.00 kcal/mol. The HOMO energy comes out at -8.41 eV. The value obtained for the lowest unoccupied orbital energy is 0.2 eV. Its net charge is 0. For the total energy, the calculation gives -25769.1868 eV. The gap between HOMO and LUMO is 8.61 eV.